[1]
60
Properties=species:S:1:pos:R:3:forces:R:3 method="wB97M-V/def2-TZVPD" homo_lumo_gap_ev="5.721 / 6.506" homo_ev="-13.56 / -13.73" charge=+2 spin_multiplicity=3 de_lowest_kcal_mol=12.8
W 0.095159 0.447456 -0.229362 -0.548 1.476 -0.252
F -3.964439 -0.091624 6.040754 -0.037 -0.019 0.087
C -3.507988 0.180044 4.839680 0.043 0.011 -0.095
C -2.448435 -0.548326 4.317831 0.009 0.069 -0.060
F -1.881537 -1.519236 5.018987 -0.038 -0.032 0.033
C -1.984043 -0.253530 3.052309 -0.265 0.263 -0.096
F -0.994460 -1.000922 2.562533 0.427 -0.137 -0.073
C -2.526229 0.769487 2.276986 0.040 -0.130 0.023
S -1.990202 1.254741 0.665014 0.708 -0.319 -0.121
C -3.595458 1.480191 2.824412 0.127 -0.079 0.003
F -4.150960 2.457052 2.123149 -0.105 0.088 0.033
C -4.086456 1.192383 4.086364 0.013 -0.025 -0.021
F -5.101322 1.874104 4.579827 -0.065 0.084 0.018
O 0.515627 2.754740 -0.450427 0.108 -0.641 -0.546
C 0.813030 3.285969 -1.773604 0.011 0.174 -0.342
C -0.461796 3.583876 -2.543820 -0.007 -0.226 0.269
C -1.379107 2.356204 -2.632644 0.148 0.071 -0.132
C -0.678400 1.160307 -3.205876 -0.156 0.040 0.193
C -0.412429 1.109892 -4.565343 -0.006 -0.111 -0.070
C 0.208151 0.004886 -5.116859 -0.015 0.053 0.134
C 0.525710 -1.053885 -4.276079 -0.043 -0.011 -0.109
C 0.266956 -0.936772 -2.933798 -0.067 -0.126 -0.042
N -0.303607 0.157401 -2.369754 0.088 0.009 -0.445
H -0.048852 3.389457 0.006077 -0.225 -0.112 0.226
H 1.418845 2.518960 -2.256920 0.014 0.017 0.026
H 1.420390 4.184991 -1.673124 0.027 -0.056 0.146
H -0.191111 3.939888 -3.538751 0.025 0.027 0.003
H -1.013828 4.386839 -2.048778 0.044 0.080 -0.082
H -2.240679 2.594142 -3.257375 -0.002 -0.013 0.004
H -1.771362 2.107397 -1.651270 -0.130 0.044 0.032
H -0.706819 1.943631 -5.188671 -0.045 0.006 0.029
H 0.431507 -0.036154 -6.174251 -0.032 -0.015 -0.010
H 0.969544 -1.960816 -4.660457 0.031 -0.001 0.051
H 0.520152 -1.755005 -2.277951 0.036 0.075 0.058
C -2.172654 -2.185612 -0.031817 0.046 -0.126 0.056
C -0.746812 -2.544237 0.238901 -0.104 0.369 -0.187
C -0.414240 -3.836690 0.660004 0.149 -0.138 0.046
C 0.892980 -4.213207 0.827498 -0.194 0.020 -0.011
C 1.922793 -3.302470 0.525607 0.066 0.227 0.083
C 3.311543 -3.586300 0.550689 0.133 -0.112 0.026
Br 3.916731 -5.295020 1.069480 -0.050 0.175 -0.047
C 4.227601 -2.632874 0.184996 0.072 -0.275 0.116
C 3.812524 -1.363154 -0.232026 -0.320 0.580 -0.099
Br 5.060359 -0.053296 -0.744232 -0.027 -0.187 0.032
C 2.469861 -1.034409 -0.272608 0.419 -0.738 0.193
O 1.977266 0.109148 -0.754328 -0.631 0.496 0.030
C 1.533480 -2.006404 0.145000 0.227 -0.004 -0.186
N 0.208566 -1.619357 0.041225 -0.069 -0.823 0.275
H -2.688646 -3.029467 -0.488803 0.046 -0.021 0.003
H -2.238553 -1.331180 -0.697556 -0.107 0.046 -0.039
H -2.700984 -1.953526 0.895605 0.036 0.047 -0.027
H -1.215859 -4.539265 0.839383 -0.008 0.006 -0.008
H 1.140691 -5.212901 1.158667 0.003 -0.007 -0.019
H 5.282879 -2.867533 0.206704 0.002 0.036 -0.011
C 2.757927 2.331114 2.993573 0.350 0.288 0.325
C 1.828287 1.602688 2.180006 -0.198 -0.334 0.052
N 1.086339 1.020511 1.530365 0.157 0.024 0.618
H 3.212308 3.125162 2.398531 -0.030 -0.016 0.001
H 3.546763 1.670978 3.356654 -0.055 -0.058 -0.052
H 2.243293 2.769519 3.849671 -0.025 -0.011 -0.039



[2]
89
Properties=species:S:1:pos:R:3:forces:R:3 method="wB97M-V/def2-TZVPD" homo_lumo_gap_ev=6.614 homo_ev=-8.86 spin_multiplicity=1 de_lowest_kcal_mol=0.0
C -72.223360 8.744836 23.722753 -0.968 1.884 0.871
C -70.860856 8.987299 23.088898 -5.353 0.642 0.965
O -70.004035 8.213507 23.077365 2.860 -0.753 -0.619
N -70.714615 10.389733 22.496593 1.990 -1.253 -0.087
H -70.203516 10.161851 21.657674 0.954 0.421 -0.474
H -71.517185 10.908117 22.147795 -1.510 -0.511 0.498
C -70.047037 11.280616 23.455323 4.460 -1.070 -1.487
H -72.149139 9.381299 24.880849 -0.867 -2.074 -3.796
H -72.368313 7.693284 23.767912 0.637 -1.078 0.962
H -73.178960 8.921590 23.026824 2.207 1.009 1.559
H -70.008263 12.223142 22.973585 0.443 1.069 -0.264
H -68.961954 10.966909 23.852108 -2.339 0.294 -1.538
H -70.592823 11.363886 24.300003 -1.775 -0.401 1.300
N -72.994038 11.167064 20.615132 6.254 -0.470 -0.043
O -72.885993 12.177629 19.970971 -1.949 2.193 -1.390
O -73.193519 11.296140 21.897133 11.346 -2.211 -2.233
O -72.521153 10.130710 20.193598 0.109 -1.031 0.083
C -72.446781 9.308216 16.841526 -1.071 2.360 -1.983
C -72.035358 8.127688 17.694581 -0.287 0.122 -1.504
C -71.595161 7.018690 16.698884 2.616 2.480 1.838
O -70.881056 8.514185 18.432361 -0.410 -0.856 0.235
H -72.759238 10.325113 17.355948 1.631 -1.857 -0.666
H -73.393584 9.138467 16.355922 -0.951 -0.815 0.007
H -71.867829 9.419752 15.830341 -0.100 0.307 2.331
H -72.940247 7.916767 18.361200 1.430 -0.342 -0.615
H -72.180683 6.869308 15.886339 -2.110 -0.213 -2.362
H -71.352442 6.119191 17.113205 -0.182 -2.713 1.755
H -70.555987 7.232118 16.341986 -0.851 0.778 -0.018
H -71.324763 8.990674 19.123293 0.331 0.772 0.883
C -73.410141 13.396888 25.650860 -2.152 -1.838 -7.767
C -72.361384 12.462971 24.902539 -2.657 -0.321 2.176
C -71.159100 12.390273 25.792265 0.505 0.324 1.296
O -73.062517 11.190361 24.876322 0.701 0.207 -1.532
H -73.247186 14.360945 25.620077 2.224 5.201 0.086
H -73.777598 13.230913 26.562045 -1.030 -1.907 3.553
H -74.412101 13.588617 24.865822 2.442 -1.487 2.143
H -72.041528 12.779557 23.907371 -0.701 0.328 0.006
H -70.330141 11.724596 25.670551 0.193 -0.414 -0.347
H -71.389245 12.124191 26.794093 -0.908 0.225 1.104
H -70.703544 13.357818 25.795660 0.243 0.849 0.207
H -73.499758 11.065671 23.983982 0.187 0.466 1.279
C -77.311423 11.626845 22.966225 1.827 0.578 4.090
C -76.098792 12.183046 22.151273 -3.720 -1.298 -1.560
C -75.965818 13.681816 22.193520 2.887 2.212 0.423
O -74.956190 11.455174 22.309925 -8.152 0.590 3.505
H -78.177922 12.281282 23.083653 0.038 -0.075 -0.797
H -77.057673 11.438198 24.189203 -0.102 0.504 -3.185
H -77.522097 10.655686 22.598846 -0.622 -0.820 -0.356
H -76.423449 11.928592 21.097317 -0.417 -0.096 1.518
H -74.839763 13.862837 21.659974 -2.889 0.052 1.740
H -75.935680 13.975748 23.307323 0.169 -0.035 -1.684
H -76.702458 14.394440 21.635614 1.193 -1.695 1.348
H -74.177220 11.564724 21.665810 -4.588 1.992 1.011
C -78.085461 15.004779 18.798475 -0.658 4.472 -4.216
C -77.206266 15.748331 17.820550 -1.830 -6.833 6.767
C -75.765572 15.258561 17.835766 0.222 2.947 -1.775
O -74.951462 15.914130 17.177724 -0.546 -0.872 0.378
C -75.310987 14.172496 18.677123 -1.997 -2.875 2.100
C -76.276190 13.566598 19.567917 6.810 -0.710 -3.357
C -77.690965 13.804829 19.596192 0.904 2.627 -1.636
O -78.429541 13.147078 20.247923 -1.814 -1.239 0.944
H -79.232171 15.417066 18.878140 3.026 -1.303 -0.028
H -77.575326 16.598229 17.388826 -0.438 1.941 -1.371
H -74.202834 13.790894 18.473016 -2.645 0.881 0.935
H -75.838534 12.689080 20.133153 -0.908 1.654 -1.369
C -71.249052 15.382900 20.295626 -8.671 4.177 -2.110
C -72.590807 16.071422 19.943497 5.306 -1.835 1.340
C -72.503077 17.245537 18.968610 -4.630 0.278 1.791
O -73.527127 17.966975 18.789632 2.999 -1.810 0.279
C -71.257518 17.504416 18.335365 5.758 -1.150 0.249
C -69.991021 16.908997 18.693253 -4.425 1.109 -0.925
C -70.030954 15.807639 19.719422 4.234 -1.770 -0.362
O -68.988892 15.136576 20.005610 -2.247 2.010 -0.803
H -71.506953 14.539725 20.841817 0.862 -1.573 1.261
H -73.545976 15.768831 20.498592 1.483 0.526 -1.225
H -71.252409 18.261150 17.575143 -0.124 0.227 -0.283
H -69.079523 17.143066 18.105180 -0.669 -0.236 0.851
C -75.683256 9.874911 18.805276 -4.410 4.575 -5.162
C -77.021050 10.337810 18.296021 3.311 -1.333 1.102
C -78.250897 9.878832 19.087285 -1.391 0.864 0.163
O -79.456961 10.179530 18.978109 2.694 0.202 -1.219
C -77.987713 9.001600 20.202940 2.890 -3.267 3.946
C -76.660311 8.480253 20.561757 -5.799 -0.543 0.943
C -75.478882 9.033840 19.891136 0.903 -2.627 3.390
O -74.346109 8.770059 20.324896 -2.165 -0.476 -0.857
H -74.740245 10.258987 18.357598 -0.962 -0.249 0.016
H -77.204459 10.981842 17.360114 0.700 -1.013 1.712
H -78.978596 8.773276 20.855061 2.696 0.246 -1.731
H -76.626345 7.591481 21.401131 0.319 2.748 -2.204